Entry 1:
Here is one molecule with the formula C3H8O2 at a distorted geometry from the Open Molecules 2025 dataset. Energies are from wB97M-V/def2-TZVPD.

Cartesian coordinates (Å):
O1 1.9718 -0.9182 -0.3648
O2 -0.6367 -0.2711 -0.7797
C1 0.2000 0.8070 -0.5331
C2 1.4505 0.2469 0.2574
C3 -1.7507 -0.5043 0.1318
H1 2.2873 0.9418 0.5700
H2 1.0698 -0.0348 1.3081
H3 -2.6079 0.3360 0.1085
H4 1.1663 -1.5460 -0.4404
H5 0.5526 1.1541 -1.4776
H6 -1.3163 -0.3888 1.3034
H7 -0.1908 1.6547 0.0855
H8 -2.1957 -1.4772 -0.1691

Summary:
gap between HOMO and LUMO	10.48	eV
highest occupied orbital energy	-9.57	eV
ΔE to the lowest compared entry with this formula, charge and spin	53.14	kcal per mole
SMILES	COCCO
charge	0
F_max	3.43	eV Å⁻¹
E	-269.51021	hartree

=====

Entry 2:
Here is a 2-piece molecular cluster, C3H8O2 overall at a distorted geometry from the Open Molecules 2025 dataset. Energies are from wB97M-V/def2-TZVPD.

Cartesian coordinates (Å):
O1 2.5746 -2.6502 -1.1346
O2 2.4384 -1.0365 0.2777
C1 -2.0714 0.5923 0.6472
C2 -1.1187 1.7077 0.2397
C3 2.3483 -1.3554 -0.8901
H1 -1.7165 0.2444 1.6642
H2 -1.9633 -0.3651 0.1514
H3 3.0486 -3.0793 -0.3913
H4 -1.7283 2.3393 -0.4043
H5 -3.1421 0.8112 0.7062
H6 -0.7995 2.1914 1.1578
H7 2.3343 -0.7234 -1.7990
H8 -0.2044 1.3235 -0.2247

Summary:
gap between HOMO and LUMO (spin up / spin down)	7.39 / 2.71	eV
highest occupied orbital energy (spin up / spin down)	-14.18 / -14.16	eV
ΔE to the lowest compared entry with this formula, charge and spin	63.94	kcal per mole
spin multiplicity	2
charge	+1
F_max	3.67	eV Å⁻¹
E	-269.14530	hartree

=====

Entry 3:
Here is a 3-piece molecular cluster, C3H8O2S overall at a distorted geometry from the Open Molecules 2025 dataset. Energies are from wB97M-V/def2-TZVPD.

Cartesian coordinates (Å):
S1 2.3114 0.7042 1.1713
O1 -2.1042 -0.2049 -0.8498
O2 0.6012 -2.1734 -1.6994
C1 -1.5278 0.1770 0.1407
C2 -0.2532 0.9242 -0.0336
C3 0.6352 1.2141 1.2699
H1 0.5089 2.3099 1.2734
H2 -0.5030 1.8045 -0.6350
H3 0.4035 0.2584 -0.6201
H4 0.4531 -2.9631 -2.2385
H5 0.0964 0.7731 2.2145
H6 -1.9247 -0.1128 1.1228
H7 -0.2533 -1.7517 -1.9532
H8 1.5564 -0.9595 0.8370

Summary:
gap between HOMO and LUMO	8.82	eV
highest occupied orbital energy	-9.19	eV
ΔE to the lowest compared entry with this formula, charge and spin	72.33	kcal per mole
charge	0
F_max	4.47	eV Å⁻¹
E	-667.66567	hartree